<1>
{"formula": "C6H10O", "method": "ωB97M-V/def2-TZVPD", "gap_ev": 10.48, "smiles": "O=C[C@@H]1C=CCC1.[H][H]", "elements": ["O", "C", "C", "C", "C", "C", "C", "H", "H", "H", "H", "H", "H", "H", "H", "H", "H"], "xyz": [[-2.41, -0.09, 0.29], [-1.72, 0.06, -0.68], [-0.22, 0.25, -0.68], [0.42, -1.03, -1.21], [1.42, -1.43, -0.44], [1.68, -0.47, 0.70], [0.42, 0.42, 0.71], [-2.16, 0.00, -1.70], [0.01, 1.09, -1.37], [0.06, -1.52, -2.11], [2.02, -2.31, -0.63], [2.59, 0.12, 0.49], [1.86, -0.98, 1.65], [-0.29, 0.07, 1.47], [0.65, 1.47, 0.94], [-2.16, 2.01, 1.26], [-2.04, 2.74, 1.38]]}

=====

<2>
{"formula": "C6H10O", "method": "ωB97M-V/def2-TZVPD", "gap_ev": 8.71, "elements": ["C", "C", "C", "C", "C", "O", "C", "H", "H", "H", "H", "H", "H", "H", "H", "H", "H"], "xyz": [[2.36, -0.46, 0.03], [0.98, -0.36, 0.60], [-1.12, -0.40, -1.04], [-1.69, 0.62, -0.11], [-1.91, -0.83, 0.19], [-0.85, 1.30, 0.80], [0.53, 1.04, 0.68], [2.84, 0.46, -0.32], [2.36, -1.20, -0.79], [2.97, -0.94, 0.81], [-0.04, -0.41, -1.18], [-1.62, -0.62, -1.97], [-2.50, 1.27, -0.44], [-2.87, -1.27, -0.05], [-1.44, -1.18, 1.10], [0.99, 1.75, -0.03], [0.98, 1.26, 1.68]]}

=====

Most favorable structure: <1>. The second most favorable one is 3.677 eV above it.